No. 1
A cluster of 11 separate species, C50H59F12N3O26 in total in a non-equilibrium geometry, computed with ωB97M-V with the def2-TZVPD basis set.

Properties
LUMO = -1.17 eV
SMILES = O=[N+]([O-])c1ccccc1.O=[N+]([O-])c1ccccc1.O=[N+]([O-])c1ccccc1.CCOC(=O)C(F)(F)F.CCOC(=O)C(F)(F)F.CCOC(=O)C(F)(F)F.CCOC(=O)C(F)(F)F.C[C@H]1COC(=O)O1.C[C@H]1COC(=O)O1.C[C@H]1COC(=O)O1.C[C@H]1COC(=O)O1

```
! wB97M-V def2-TZVPD RIJCOSX def2/J DEFGRID3
* xyz 0 1
O -2.899 6.110 0.409
N -3.868 5.582 -0.090
O -4.678 6.171 -0.827
C -4.108 4.171 0.233
C -3.191 3.398 0.973
C -3.366 1.985 1.135
C -4.365 1.363 0.431
C -5.245 2.037 -0.340
C -5.166 3.437 -0.415
H -2.257 3.755 1.381
H -2.722 1.548 1.884
H -4.650 0.322 0.460
H -6.034 1.533 -0.879
H -5.864 4.012 -1.005
O -5.018 -3.651 1.616
N -4.095 -3.831 0.860
O -3.053 -4.404 1.191
C -4.100 -3.191 -0.469
C -5.076 -2.268 -0.822
C -5.118 -1.771 -2.096
C -4.114 -2.086 -3.037
C -3.144 -3.051 -2.693
C -3.219 -3.694 -1.443
H -5.848 -1.909 -0.157
H -5.901 -1.044 -2.255
H -4.163 -1.671 -4.033
H -2.426 -3.383 -3.429
H -2.448 -4.427 -1.253
O 0.738 3.386 -1.250
N 0.275 3.537 -2.419
O 0.623 2.785 -3.305
C -0.541 4.722 -2.724
C -0.874 5.667 -1.758
C -1.471 6.870 -2.064
C -1.913 7.079 -3.376
C -1.635 6.106 -4.360
C -0.983 4.931 -4.017
H -0.753 5.553 -0.691
H -1.622 7.551 -1.239
H -2.576 7.895 -3.625
H -2.010 6.145 -5.371
H -0.752 4.210 -4.787
C 2.248 0.142 -2.511
C 3.520 0.922 -2.779
O 4.334 0.338 -3.802
C 4.962 -0.817 -3.723
O 4.643 -1.660 -2.885
C 6.145 -1.145 -4.682
F 6.144 -0.222 -5.688
F 7.220 -1.078 -3.897
F 5.955 -2.286 -5.320
H 2.490 -0.866 -2.171
H 1.732 0.140 -3.471
H 1.487 0.564 -1.855
H 4.150 1.026 -1.896
H 3.259 1.890 -3.206
C 7.231 -2.093 -0.145
C 5.710 -2.131 -0.048
O 5.385 -2.153 1.322
C 4.098 -2.133 1.655
O 3.143 -2.109 0.849
C 3.909 -1.695 3.119
F 2.844 -2.281 3.577
F 4.962 -2.030 3.894
F 3.717 -0.378 3.213
H 7.525 -1.087 0.154
H 7.737 -2.237 -1.100
H 7.632 -2.838 0.541
H 5.285 -3.055 -0.442
H 5.175 -1.316 -0.534
C -1.420 0.190 -2.679
C -1.372 -0.726 -1.464
O -0.579 -0.178 -0.449
C -0.468 -0.824 0.752
O -0.956 -1.910 1.001
C 0.385 -0.109 1.727
F -0.430 0.650 2.532
F 0.961 -1.006 2.536
F 1.302 0.678 1.156
H -2.056 -0.315 -3.407
H -0.463 0.313 -3.186
H -1.797 1.210 -2.613
H -1.148 -1.754 -1.749
H -2.381 -0.674 -1.056
C -1.244 1.168 5.339
C -0.240 0.003 5.612
O 0.778 0.522 6.500
C 1.772 1.279 6.031
O 1.856 1.654 4.808
C 2.775 1.784 7.100
F 3.975 1.232 6.789
F 3.002 3.129 7.066
F 2.470 1.368 8.288
H -1.707 1.425 6.292
H -1.952 0.876 4.564
H -0.758 2.099 5.045
H 0.166 -0.501 4.734
H -0.724 -0.816 6.144
C -3.008 0.097 -6.441
C -1.620 -0.601 -6.715
C -0.317 0.171 -6.457
O 0.512 -0.705 -5.719
C -0.207 -1.785 -5.366
O 0.180 -2.663 -4.614
O -1.402 -1.709 -5.874
H -3.325 0.856 -7.155
H -2.978 0.703 -5.535
H -3.918 -0.490 -6.316
H -1.540 -1.000 -7.726
H -0.509 1.064 -5.862
H 0.073 0.337 -7.461
C -2.912 -5.008 4.976
C -1.489 -4.772 4.410
C -1.170 -3.352 3.985
O 0.010 -3.056 4.738
C 0.497 -4.170 5.315
O 1.581 -4.302 5.912
O -0.462 -5.091 5.252
H -3.106 -6.034 5.290
H -3.673 -4.938 4.199
H -3.211 -4.421 5.845
H -1.358 -5.404 3.531
H -1.911 -2.647 4.361
H -1.234 -3.279 2.899
C 1.027 -3.773 -1.705
C 1.241 -4.767 -0.601
C 0.223 -4.700 0.523
O -0.035 -6.034 0.738
C 0.444 -6.835 -0.244
O 0.309 -8.030 -0.303
O 1.088 -6.076 -1.137
H 1.407 -2.805 -1.380
H 0.016 -3.747 -2.111
H 1.655 -4.015 -2.563
H 2.259 -4.727 -0.211
H -0.686 -4.152 0.273
H 0.652 -4.332 1.455
C 2.001 5.317 4.489
C 2.395 4.837 3.108
C 1.342 3.985 2.440
O 0.932 4.720 1.310
C 1.787 5.724 1.127
O 1.889 6.487 0.115
O 2.374 5.944 2.267
H 2.521 6.237 4.755
H 2.220 4.536 5.217
H 0.952 5.606 4.554
H 3.352 4.314 3.088
H 0.585 3.803 3.203
H 1.786 3.021 2.190
*
```

---

No. 2
A cluster of 4 separate species, CH10N2O3 in total in a non-equilibrium geometry, computed with ωB97M-V with the def2-TZVPD basis set.

Properties
energy relative to the best compared isomer or geometry (same formula, charge and spin) = 0.7817 eV
LUMO = 0.69 eV
SMILES = [H]/N=C/N.O.O.O

```
! wB97M-V def2-TZVPD RIJCOSX def2/J DEFGRID3
* xyz 0 1
H 1.627 -2.119 -0.335
N 0.846 -1.475 -0.081
C 1.236 -0.673 0.854
N 0.620 0.292 1.632
H 2.200 -0.923 1.280
H 1.229 0.763 2.268
H -0.202 0.717 1.332
O -0.423 0.602 -2.063
H -0.282 -0.269 -1.653
H -1.357 0.558 -2.170
O -2.006 -1.643 -0.093
H -1.050 -1.446 0.113
H -1.734 -2.325 -0.720
O 0.040 2.710 0.209
H -0.821 3.094 0.014
H 0.077 2.138 -0.589
*
```

---

No. 3
A cluster of 2 separate species, C3H7NO3 in total in a non-equilibrium geometry, computed with ωB97M-V with the def2-TZVPD basis set.

Properties
energy relative to the best compared isomer or geometry (same formula, charge and spin) = 1.5305 eV
LUMO = 0.89 eV
SMILES = NCC=O.O=CO

```
! wB97M-V def2-TZVPD RIJCOSX def2/J DEFGRID3
* xyz 0 1
N 0.695 -1.166 -0.318
C 1.216 0.187 -0.180
C 0.673 1.076 -1.268
O 0.095 0.637 -2.227
H 1.425 -1.861 -0.236
H 0.293 -1.260 -1.248
H 2.317 0.240 -0.311
H 0.881 0.611 0.770
H 0.877 2.163 -1.192
O -1.542 0.759 0.346
C -1.978 0.148 1.292
O -1.382 -0.974 1.738
H -2.869 0.490 1.828
H -0.701 -1.051 1.007
*
```

---

No. 4
A structure of composition C34H43F3MnN2O2S in a non-equilibrium geometry, computed with ωB97M-V with the def2-TZVPD basis set.

Properties
energy relative to the best compared isomer or geometry (same formula, charge and spin) = 1.1634 eV
LUMO (alpha / beta) = -6.06 / -6.09 eV

```
! wB97M-V def2-TZVPD RIJCOSX def2/J DEFGRID3
* xyz 1 1
Mn 0.049 0.325 0.026
C -5.045 -4.574 2.785
C -3.554 -4.612 2.435
C -3.333 -5.745 1.421
C -2.783 -4.886 3.733
C -3.057 -3.332 1.787
C -1.708 -3.147 1.527
C -1.267 -1.977 0.901
N -0.011 -1.523 0.606
C 1.213 -2.115 0.723
C 1.576 -3.453 0.918
C 2.912 -3.802 0.964
C 3.893 -2.787 0.903
C 3.616 -1.457 0.713
C 2.251 -1.109 0.551
O 1.823 0.073 0.279
C 4.677 -0.372 0.666
C 4.383 0.638 1.786
C 6.083 -0.942 0.871
C 4.617 0.321 -0.703
C 3.401 -5.229 1.093
C 4.346 -5.535 -0.081
C 4.170 -5.361 2.418
C 2.264 -6.251 1.070
C -2.238 -0.958 0.533
O -1.733 0.113 0.026
C -3.615 -1.153 0.790
C -3.970 -2.327 1.413
C -4.597 -0.050 0.440
C -6.042 -0.483 0.692
C -4.275 1.163 1.327
C -4.444 0.316 -1.042
H -5.313 -5.503 3.282
H -5.666 -4.494 1.896
H -5.274 -3.760 3.468
H -3.711 -6.680 1.825
H -2.280 -5.869 1.184
H -3.870 -5.527 0.501
H -3.179 -5.780 4.207
H -2.905 -4.055 4.424
H -1.723 -5.041 3.561
H -0.992 -3.886 1.842
H 0.815 -4.209 0.992
H 4.920 -3.090 1.007
H 4.367 0.139 2.753
H 3.422 1.123 1.628
H 5.153 1.403 1.804
H 6.171 -1.434 1.836
H 6.809 -0.134 0.842
H 6.338 -1.643 0.081
H 3.656 0.807 -0.853
H 4.768 -0.406 -1.498
H 5.395 1.076 -0.774
H 5.228 -4.903 -0.066
H 3.833 -5.390 -1.029
H 4.678 -6.568 -0.022
H 5.053 -4.729 2.433
H 4.495 -6.389 2.550
H 3.537 -5.087 3.259
H 1.708 -6.192 0.136
H 1.585 -6.112 1.907
H 2.678 -7.253 1.145
H -5.003 -2.480 1.661
H -6.215 -0.684 1.746
H -6.288 -1.367 0.109
H -6.717 0.314 0.392
H -4.365 0.897 2.378
H -4.970 1.970 1.114
H -3.265 1.523 1.143
H -4.613 -0.557 -1.667
H -3.452 0.707 -1.252
H -5.169 1.079 -1.312
F 1.243 4.586 -2.676
C 0.157 4.927 -1.973
F 0.170 6.258 -1.852
F -0.918 4.612 -2.706
C 0.128 4.243 -0.629
C 0.086 4.961 0.552
C 0.047 4.277 1.764
C 0.046 2.896 1.754
N 0.084 2.199 0.617
C 0.128 2.842 -0.573
S 0.157 1.719 -1.876
H 0.081 6.041 0.520
H 0.017 4.813 2.697
H 0.012 2.322 2.673
*
```

---

No. 5
The molecule C3H7N3O in a non-equilibrium geometry, computed with ωB97M-V with the def2-TZVPD basis set.

Properties
energy relative to the best compared isomer or geometry (same formula, charge and spin) = 4.3851 eV
LUMO = 0.75 eV
SMILES = CNN(C)N=C=O

```
! wB97M-V def2-TZVPD RIJCOSX def2/J DEFGRID3
* xyz 0 1
C 0.042 1.889 0.213
N -0.120 0.564 -0.335
N -0.262 -0.715 0.555
C -1.203 -1.695 0.034
N 1.042 -1.165 0.380
C 1.819 -0.292 -0.072
O 2.904 0.118 -0.301
H 1.065 2.250 0.047
H -0.130 1.863 1.288
H -0.667 2.570 -0.255
H -0.188 0.461 -1.347
H -1.071 -2.601 0.627
H -2.205 -1.299 0.182
H -1.028 -1.949 -1.017
*
```

---

No. 6
A structure of composition C21H17BrN4Pd in a non-equilibrium geometry, computed with ωB97M-V with the def2-TZVPD basis set.

Properties
energy relative to the best compared isomer or geometry (same formula, charge and spin) = 0.0000 eV
LUMO = -6.82 eV

```
! wB97M-V def2-TZVPD RIJCOSX def2/J DEFGRID3
* xyz 2 1
Pd -0.002 0.190 -0.106
C 4.323 -0.052 -0.206
C 4.663 1.286 -0.292
C 3.657 2.241 -0.359
C 2.341 1.829 -0.326
N 2.017 0.518 -0.256
C 2.984 -0.399 -0.200
C 1.180 2.737 -0.360
C 1.210 4.119 -0.374
C 0.008 4.811 -0.379
C -1.197 4.124 -0.374
C -1.173 2.742 -0.360
N 0.002 2.094 -0.360
C -2.338 1.839 -0.325
C -3.652 2.256 -0.359
C -4.662 1.306 -0.292
C -4.328 -0.034 -0.205
C -2.990 -0.387 -0.199
N -2.019 0.526 -0.255
H 5.078 -0.823 -0.147
H 5.701 1.590 -0.314
H 3.905 3.289 -0.443
H 2.669 -1.433 -0.163
H 2.148 4.654 -0.371
H 0.011 5.893 -0.380
H -2.133 4.664 -0.371
H -3.896 3.305 -0.444
H -5.699 1.614 -0.314
H -5.085 -0.802 -0.146
H -2.680 -1.421 -0.161
C -0.002 -5.399 -0.721
C -0.003 -4.186 0.170
C -0.002 -4.279 1.556
C -0.003 -3.140 2.352
C -0.005 -1.925 1.711
Br -0.005 -0.292 2.640
N -0.006 -1.801 0.371
C -0.004 -2.912 -0.379
H -0.002 -6.314 -0.134
H 0.878 -5.407 -1.365
H -0.880 -5.408 -1.366
H -0.001 -5.254 2.027
H -0.002 -3.197 3.431
H -0.005 -2.761 -1.452
*
```